(1)
Here is a molecular structure, C21H44O17Zn in a non-equilibrium geometry from the Open Molecules 2025 dataset. Energies are from ωB97M-V/def2-TZVPD.

E_HOMO in eV: -8.3

Atoms and positions in Å:
Zn 1.79322 -0.93709 -0.59695
O 2.96569 -2.18270 -1.42430
H 3.76650 -2.10677 -1.97881
O 0.65271 0.37914 0.14744
H 0.38175 0.71405 1.02433
C -0.04271 2.50941 -2.50882
O 1.26449 2.43082 -3.03091
C 2.06130 1.40793 -2.89928
O 1.78135 0.30066 -2.41292
O 3.37214 1.75249 -3.24153
C 4.49452 0.99856 -2.99739
H -0.05072 3.35442 -1.82034
H -0.47278 1.63364 -2.02284
H -0.68007 2.97757 -3.25896
H 4.30894 0.04864 -2.49608
H 5.21477 1.48674 -2.34086
H 4.98250 0.82458 -3.95640
C 2.91145 2.65090 1.24826
O 3.63746 1.59580 1.90713
C 3.79161 0.43688 1.40084
O 3.37620 0.10113 0.21859
O 4.70800 -0.26502 2.19908
C 5.30308 -1.49397 1.80279
H 3.53042 2.99232 0.41857
H 2.70873 3.37137 2.04067
H 1.99910 2.31156 0.75775
H 4.54558 -2.16767 1.40226
H 5.87826 -1.81037 2.67292
H 6.06475 -1.36200 1.03431
C -2.52764 -2.15657 -0.16308
O -2.14389 -2.45614 -1.49169
C -0.89244 -2.34819 -1.85266
O 0.01686 -1.92271 -1.17514
O -0.82139 -2.51976 -3.17651
C 0.29415 -2.09337 -3.94871
H -1.85341 -1.40038 0.23904
H -2.47442 -3.08490 0.40565
H -3.54822 -1.79706 -0.03166
H 0.26982 -2.42383 -4.98713
H 1.22994 -2.44769 -3.51643
H 0.34280 -1.01067 -4.06487
C 0.53926 -1.21076 3.65962
O 0.35468 -2.48249 3.01079
C 1.02000 -2.83778 1.88582
O 1.52042 -2.07304 1.09986
O 0.96078 -4.19715 1.68059
C 1.65703 -4.76515 0.57429
H 1.03189 -0.43181 3.07768
H 1.17993 -1.40755 4.51922
H -0.34232 -0.69372 4.03857
H 1.84056 -5.83194 0.70223
H 2.61512 -4.24673 0.53699
H 1.01621 -4.55464 -0.28195
C -3.36861 0.03812 2.71574
C -4.02787 -0.91296 3.69413
O -5.00934 -0.61681 4.40285
C -3.59624 -2.35037 3.59420
H -3.92433 0.95167 2.50434
H -3.15543 -0.48134 1.78150
H -2.40743 0.40685 3.07388
H -3.63560 -2.67754 4.63320
H -2.65869 -2.46521 3.05021
H -4.33666 -2.84831 2.96815
C -3.50984 1.74156 -1.45050
C -4.12820 0.96622 -2.65526
O -5.33583 0.93140 -2.81599
C -3.21584 0.38486 -3.63385
H -2.86822 1.04528 -0.91048
H -4.29244 2.08409 -0.77352
H -2.90346 2.55184 -1.85529
H -2.82133 1.21932 -4.21362
H -3.86549 -0.29258 -4.18806
H -2.39263 -0.04451 -3.06283
C -1.93616 4.65780 0.21636
C -1.90082 3.85640 1.44185
O -2.95978 3.66630 2.08093
C -0.59735 3.16157 1.85468
H -2.79184 5.33215 0.25044
H -2.01949 4.04778 -0.68311
H -0.97160 5.15344 0.10666
H 0.25002 3.78580 1.57117
H -0.61827 2.19542 1.35049
H -0.53521 2.95276 2.92269

Cartesian forces, eV/Å:
Zn 0.5 -0.1 -0.7
O 0.7 -0.8 -0.6
H -1.0 0.3 0.7
O -1.4 1.7 0.8
H 0.6 -0.9 -0.8
C -1.0 1.2 0.4
O 1.1 0.4 -1.0
C 2.1 -2.9 2.3
O 0.3 2.7 -1.9
O -3.9 1.9 -0.1
C 1.2 -1.9 0.3
H 0.5 -0.3 0.7
H 0.5 -0.2 -0.2
H -0.1 -0.8 -0.7
H -0.5 -0.1 -0.2
H -0.3 0.6 0.0
H 0.0 -0.1 0.0
C -0.1 -0.5 -0.7
O -0.5 0.9 1.6
C 1.3 -2.9 -4.8
O 2.7 1.4 5.4
O -2.1 1.8 -0.9
C 0.1 0.0 -0.7
H 0.2 0.5 0.3
H 0.2 0.1 -0.4
H -0.1 -0.5 0.4
H 0.1 -0.3 0.3
H -0.6 -0.4 0.1
H -0.2 0.4 -0.3
C 0.8 -0.2 1.2
O -1.5 -0.5 -0.5
C 1.5 2.3 -1.3
O -1.0 -1.2 0.0
O -1.1 -0.7 -0.3
C 1.4 0.4 0.0
H 0.2 -0.1 0.1
H 0.2 0.1 0.3
H -0.1 0.0 -1.0
H -0.8 -0.7 0.3
H 0.0 0.2 0.2
H -0.2 0.1 0.7
C 1.3 0.5 0.2
O -0.2 -0.7 -0.5
C -0.4 -0.9 -0.8
O 0.3 -0.8 1.7
O -0.9 1.5 2.5
C 0.3 1.2 -0.4
H 0.2 -0.5 -0.6
H 0.0 0.0 0.0
H -0.7 -1.0 -0.3
H -0.5 0.2 0.4
H 0.0 -0.1 -0.7
H 0.6 -0.2 -0.4
C 0.0 0.6 0.1
C -2.7 0.8 0.2
O 2.6 -0.3 -1.4
C 0.0 0.6 0.1
H -0.3 -0.2 0.2
H -0.1 0.0 0.1
H 0.2 -0.2 0.3
H 0.3 -0.7 -0.3
H 0.3 -0.1 0.6
H -0.3 -0.2 0.3
C -0.6 -1.1 -0.8
C -1.6 1.8 1.5
O 0.7 -0.1 0.3
C 0.2 -0.2 0.2
H 0.3 0.1 0.1
H 0.1 0.2 -0.2
H 0.0 0.0 0.1
H 0.0 -0.2 -0.4
H 0.8 -0.2 -0.4
H 0.1 -0.5 -0.5
C 0.5 0.7 -0.8
C -2.5 -1.8 2.5
O 2.5 0.4 -1.2
C -0.7 0.6 0.0
H 0.2 0.1 -0.1
H -0.1 -0.3 0.2
H -0.1 0.5 -0.1
H 0.1 -0.4 -0.2
H 0.3 0.1 -0.4
H -0.3 0.2 0.0

Löwdin atomic charge list, values in e, 4 entries: number 1, Zn, carries 0.5061; number 2, O, carries -0.3802; number 3, H, carries -0.0448; number 4, O, carries -0.3573

---

(2)
Here is CH3Cl2N3 in the gas phase in a non-equilibrium geometry from the Open Molecules 2025 dataset. Energies are from ωB97M-V/def2-TZVPD.

Relative energy (zero: lowest compared OMol25 entry of this formula, charge and spin) in kJ/mol: 0.0
E_HOMO (spin up / spin down) in eV: -5.9 / -9.3
2S+1: 3

Atoms and positions in Å:
C 0.16343 -0.12952 0.03458
N 0.16282 -1.68603 -0.45940
N 1.30379 0.48107 -0.26131
N -0.92355 0.43138 0.50794
Cl -1.36082 -2.36540 -0.01375
Cl -1.05438 2.22417 0.25284
H 1.87980 -0.25169 -0.69461
H 1.59183 1.43507 0.13023
H -1.76292 -0.13905 0.50347

Cartesian forces, eV/Å:
C -3.2 -1.7 0.8
N -1.1 2.1 0.9
N 0.8 -0.1 0.1
N 2.7 -5.1 0.1
Cl 1.5 0.4 -0.5
Cl -0.7 5.3 -0.8
H 0.7 1.4 0.4
H -0.7 -2.2 -1.0
H 0.0 0.1 0.1

natural (NBO) atomic charge list, values in e, 4 entries: number 1, C, carries 0.5114; number 2, N, carries -0.2843; number 3, N, carries -0.8136; number 4, N, carries -0.6214

---

(3)
Here is C2H5NS2 in the gas phase in a non-equilibrium geometry from the Open Molecules 2025 dataset. Energies are from ωB97M-V/def2-TZVPD.

Relative energy (zero: lowest compared OMol25 entry of this formula, charge and spin) in kJ/mol: 289.9
E_HOMO in eV: -8.7
SMILES string: CN1S[C@@H]1S

Atoms and positions in Å:
C -0.99966 -0.31084 0.26752
N 0.39827 -0.54757 0.49262
S 1.20820 -1.82273 -0.38935
C 1.47414 -0.11451 -0.33271
S 2.78064 0.89122 0.28787
H -1.40438 -1.39306 0.33970
H -1.38182 0.33347 0.99251
H -1.25106 -0.01388 -0.82103
H 1.37767 0.60851 -1.37892
H 3.32879 0.27074 1.45879

Cartesian forces, eV/Å:
C -0.4 -3.3 -3.4
N 1.2 0.5 0.4
S 0.2 -1.1 -0.3
C -0.3 3.4 -2.3
S 1.6 -0.4 1.8
H -0.1 2.0 0.3
H -0.7 1.0 1.0
H 0.4 0.0 1.6
H -0.7 -2.5 2.5
H -1.1 0.4 -1.5

natural (NBO) atomic charge list, values in e, 4 entries: number 1, C, carries -0.4151; number 2, N, carries -0.5061; number 3, S, carries 0.3014; number 4, C, carries -0.3600

---

(4)
Here is 9 unconnected molecules or ions with the total composition C55H38O21 in a non-equilibrium geometry from the Open Molecules 2025 dataset. Energies are from ωB97M-V/def2-TZVPD.

Relative energy (zero: lowest compared OMol25 entry of this formula, charge and spin) in kJ/mol: 314.7
E_HOMO in eV: -10.0
SMILES string: O=C(O)CCC1=CC(=O)OC1=O.O=C1C=CC(=O)C=C1.O=C1C=CC(=O)C=C1.O=C1C=CC(=O)C=C1.O=C1C=CC(=O)C=C1.O=C1C=CC(=O)C=C1.O=C1C=CC(=O)C=C1.O=C1C=CC(=O)C=C1.O=C1C=CC(=O)C=C1

Atoms and positions in Å:
O 3.78653 -1.89472 1.44794
C 2.96153 -0.94942 1.43275
O 3.21540 0.34023 2.02015
C 1.50652 -1.11877 0.74806
C 0.49632 -1.50738 1.95769
C -1.00999 -1.13543 1.56425
C -1.47582 -0.30438 0.47571
C -3.06953 -0.41660 0.64882
O -3.72022 0.06925 -0.31259
O -3.49678 -1.08607 1.83102
C -2.28244 -1.70426 2.34927
O -2.32735 -2.57938 3.25392
H 2.69408 0.95739 1.44197
H 1.24185 -0.13814 0.22171
H 1.47237 -1.95871 -0.03173
H 0.53229 -2.65972 2.03569
H 0.82878 -1.11132 2.98073
H -0.86058 0.24853 -0.31087
O 4.33655 0.28329 -0.69442
C 5.54756 0.33513 -0.80934
C 6.38544 -0.86997 -0.63761
C 7.71213 -0.81287 -0.76123
C 8.40021 0.45681 -1.07658
O 9.61171 0.50780 -1.19118
C 7.56156 1.66185 -1.24822
C 6.23523 1.60470 -1.12457
H 5.86531 -1.79165 -0.40745
H 8.34159 -1.68532 -0.63801
H 8.08086 2.58372 -1.47801
H 5.60580 2.47717 -1.24757
O 5.07916 -8.05604 3.07076
C 4.19043 -7.26453 2.81559
C 4.40084 -6.15350 1.86473
C 3.42680 -5.28583 1.58778
C 2.09589 -5.39955 2.21833
O 1.20488 -4.60699 1.96282
C 1.88405 -6.51048 3.16966
C 2.85788 -7.37812 3.44678
H 5.38143 -6.08500 1.41075
H 3.56390 -4.46578 0.89453
H 0.90279 -6.57860 3.62332
H 2.72051 -8.19833 4.14038
O -2.46228 0.60021 4.47325
C -3.55719 1.10756 4.63785
C -4.55008 1.15986 3.54481
C -5.74813 1.71757 3.72399
C -6.13430 2.30532 5.02379
O -7.22957 2.81304 5.18799
C -5.14142 2.25314 6.11760
C -3.94333 1.69541 5.93806
H -4.25221 0.72584 2.60259
H -6.48708 1.76507 2.93383
H -5.44012 2.68896 7.06304
H -3.20422 1.64780 6.72801
O -1.05871 -1.16179 -2.44502
C -1.24479 -0.54504 -3.47874
C -1.76278 0.83934 -3.46399
C -1.96826 1.51296 -4.59645
C -1.68549 0.90487 -5.91381
O -1.87152 1.52135 -6.94673
C -1.16764 -0.47951 -5.92861
C -0.96219 -1.15312 -4.79614
H -1.96435 1.27019 -2.49085
H -2.34783 2.52732 -4.60441
H -0.96652 -0.91024 -6.90171
H -0.58281 -2.16733 -4.78823
O -6.49347 2.89262 -10.18010
C -5.83175 3.51171 -9.36743
C -4.43107 3.14125 -9.07547
C -3.70760 3.81903 -8.18317
C -4.27484 4.97010 -7.44949
O -3.61319 5.58956 -6.63628
C -5.67586 5.34092 -7.74130
C -6.39918 4.66318 -8.63359
H -4.03043 2.29630 -9.62175
H -2.68128 3.56077 -7.95679
H -6.07639 6.18588 -7.19480
H -7.42615 4.92124 -8.86023
O -1.17210 -9.09720 -2.88716
C -0.16953 -8.55521 -2.46129
C -0.25209 -7.42252 -1.51488
C 0.84759 -6.82760 -1.05032
C 2.19532 -7.27637 -1.46052
O 3.19886 -6.73375 -1.03417
C 2.27796 -8.40887 -2.40674
C 1.17834 -9.00376 -2.87131
H -1.24645 -7.10681 -1.22409
H 0.80542 -5.99610 -0.35712
H 3.27236 -8.72452 -2.69747
H 1.22031 -9.83484 -3.56422
O 8.46388 3.90872 1.01433
C 9.67569 3.95955 0.89974
C 10.51426 2.75483 1.07138
C 11.84087 2.81193 0.94771
C 12.52905 4.08153 0.63230
O 13.73928 4.13269 0.51765
C 11.69022 5.28677 0.46063
C 10.36360 5.22947 0.58430
H 9.99498 1.83297 1.30125
H 12.47023 1.93952 1.07077
H 12.20979 6.20877 0.23066
H 9.73392 6.10186 0.46117
O -13.08566 4.21201 4.70025
C -12.08584 4.62648 5.25821
C -12.11454 5.86682 6.06246
C -11.01894 6.32181 6.67171
C -9.72967 5.60479 6.57034
O -8.73053 6.02025 7.12876
C -9.70055 4.36455 5.76628
C -10.79714 3.90996 5.15702
H -13.06654 6.37923 6.12708
H -11.02187 7.22856 7.26389
H -8.74744 3.85091 5.70114
H -10.79446 3.00330 4.56482

Cartesian forces, eV/Å:
O -2.9 3.9 0.6
C 1.4 -2.0 -0.8
O -1.0 -2.2 -2.0
C 0.3 0.3 1.0
C -0.9 -0.9 -0.8
C -0.6 1.9 -1.9
C -0.3 -3.5 5.0
C 1.1 2.3 -4.6
O 0.8 -2.1 4.6
O 2.4 0.0 -2.0
C 0.8 -2.5 2.6
O 0.1 4.4 -4.4
H 0.6 -0.6 0.9
H 0.3 -1.3 0.9
H 0.4 1.3 1.3
H -0.1 1.9 0.0
H -0.7 -0.2 -1.6
H -1.5 -1.0 1.2
O 0.2 0.1 -0.2
C -0.3 0.0 0.1
C 0.2 -0.3 0.0
C -0.3 -0.2 0.0
C 0.4 0.0 0.0
O -0.3 0.0 0.1
C -0.3 0.2 0.0
C 0.2 0.2 -0.1
H 0.0 0.1 0.0
H 0.0 0.0 0.0
H 0.0 0.0 0.0
H 0.0 0.0 0.0
O -0.3 0.2 0.0
C 0.5 -0.2 0.0
C -0.2 0.3 0.0
C 0.3 0.0 0.0
C 0.0 0.2 -0.1
O 0.1 -0.4 0.0
C 0.0 -0.2 0.2
C -0.4 0.1 0.1
H 0.0 0.0 0.0
H 0.0 0.0 0.1
H 0.0 0.0 0.0
H 0.0 0.0 0.0
O -0.3 0.1 0.0
C 0.4 -0.2 -0.1
C -0.3 0.3 -0.1
C 0.2 -0.1 -0.1
C -0.3 0.1 0.0
O 0.6 -0.4 -0.2
C 0.3 -0.1 0.2
C -0.2 0.1 0.2
H -0.1 0.1 0.2
H 0.0 0.0 0.0
H 0.0 0.0 0.0
H 0.0 0.0 0.0
O 0.0 0.2 -0.3
C 0.0 -0.2 0.3
C -0.1 0.3 -0.1
C 0.0 0.0 0.3
C -0.1 0.2 -0.3
O 0.1 -0.2 0.3
C 0.1 -0.3 0.1
C 0.0 0.0 -0.3
H -0.1 -0.1 0.0
H 0.0 0.0 0.0
H 0.0 0.0 0.0
H 0.0 0.0 0.0
O 0.2 0.2 0.2
C -0.2 -0.3 -0.3
C 0.3 0.1 0.2
C 0.1 -0.2 -0.2
C 0.2 0.2 0.3
O -0.2 -0.2 -0.2
C -0.3 0.0 -0.1
C 0.0 0.3 0.2
H 0.0 0.0 0.0
H -0.1 0.0 0.0
H 0.0 0.0 0.0
H 0.0 0.0 0.0
O 0.3 0.2 0.1
C -0.4 -0.2 -0.2
C 0.1 0.2 0.2
C -0.3 0.0 0.0
C 0.3 0.2 0.1
O -0.3 -0.1 -0.2
C -0.1 -0.3 -0.2
C 0.4 0.0 0.0
H 0.0 0.0 0.0
H 0.0 0.0 0.0
H 0.0 0.0 0.0
H 0.0 0.0 0.0
O 0.3 0.0 -0.1
C -0.4 -0.1 0.1
C 0.3 -0.1 0.0
C -0.3 -0.2 0.1
C 0.5 0.0 0.0
O -0.4 0.0 0.0
C -0.3 0.2 0.0
C 0.3 0.2 -0.1
H 0.0 0.0 0.0
H 0.0 0.0 0.0
H 0.0 0.0 0.0
H 0.0 0.0 0.0
O 0.2 0.1 0.2
C -0.3 -0.3 -0.3
C 0.1 0.3 0.2
C -0.3 0.1 0.0
C 0.3 0.1 0.1
O -0.3 -0.1 -0.1
C 0.0 -0.2 -0.1
C 0.2 0.1 0.1
H 0.0 0.0 0.0
H 0.0 0.0 0.0
H -0.3 0.2 0.1
H 0.0 0.0 0.0

Löwdin atomic charge list, values in e, 4 entries: number 1, O, carries 0.0421; number 2, C, carries -0.4053; number 3, O, carries 0.0342; number 4, C, carries -0.0770

---

E, respectively: -3884.8937, -1124.3608, -930.2290, -3698.3422 Eh.